Entry 1:
Computed, not measured: C21H28F3O4Os as an isolated structure, with the ωB97M-V functional and the def2-TZVPD basis.

Computed properties:
charge: +1
multiplicity: 5
E_HOMO (spin up / spin down): -0.3701 / -0.4238 Ha
frontier orbital gap (spin up / spin down): 0.22772 / 0.16869 Eh
⟨S²⟩: 6.02
LUMO energy (spin up / spin down): -0.1424 / -0.2551 Eh
relative energy (zero: lowest compared OMol25 entry of this formula, charge and spin): 2.1 kcal/mol
E: -41026.6140 eV

Each line ends with the Löwdin spin population.
CARTESIAN COORDINATES (ANGSTROEM)
O  1.02  0.44  -2.82  0.0002
C  -0.22  -0.25  -3.18  0.0000
C  0.56  -1.37  -3.91  0.0000
H  -0.79  0.40  -3.87  0.0000
H  -0.83  -0.52  -2.31  0.0000
C  1.85  -0.58  -3.49  0.0000
H  0.40  -1.33  -4.97  0.0000
H  0.56  -2.40  -3.55  0.0000
C  2.70  0.11  -4.57  0.0000
H  2.15  0.91  -5.08  0.0000
H  3.08  -0.58  -5.32  0.0000
H  3.58  0.55  -4.08  0.0000
C  2.67  -1.29  -2.46  0.0001
H  2.10  -1.42  -1.55  0.0000
H  3.55  -0.69  -2.28  0.0000
H  3.03  -2.28  -2.77  0.0000
Os  -0.29  -1.56  1.82  2.4116
C  -0.79  -3.66  1.86  0.1994
C  -1.86  -2.91  2.38  0.0739
C  -2.34  -2.06  1.33  0.1379
H  -2.30  -3.01  3.36  0.0044
C  -1.51  -2.26  0.19  0.1130
C  -0.53  -3.23  0.53  0.0180
H  0.26  -3.60  -0.13  0.0017
H  -0.29  -4.48  2.38  0.0104
H  -3.23  -1.47  1.37  0.0081
H  -1.60  -1.76  -0.76  0.0143
C  1.06  -2.12  3.44  0.1361
C  1.61  -2.44  2.15  0.0712
C  1.88  -1.22  1.46  0.0987
H  1.88  -3.45  1.81  0.0038
C  1.61  -0.15  2.38  0.2263
C  1.13  -0.70  3.60  0.1442
H  0.88  -0.16  4.50  0.0043
H  0.73  -2.84  4.22  0.0067
H  2.32  -1.13  0.47  0.0090
H  1.75  0.91  2.17  0.0100
O  -0.45  2.02  -0.30  0.0036
C  0.13  2.76  -1.45  0.0001
C  -0.55  4.08  -1.75  0.0001
H  0.12  2.12  -2.34  0.0000
H  1.18  2.97  -1.18  0.0000
C  -1.63  4.22  -0.66  0.0003
H  -0.97  4.11  -2.77  0.0000
H  0.17  4.90  -1.70  0.0000
C  -1.37  2.98  0.27  0.0004
H  -2.66  4.25  -1.03  0.0000
H  -1.48  5.16  -0.14  0.0000
H  -2.26  2.42  0.53  0.0002
H  -0.93  3.43  1.21  0.0000
F  -2.71  1.67  5.39  0.0031
C  -2.40  1.71  4.07  0.0101
F  -3.52  2.04  3.37  0.0009
F  -1.50  2.73  3.90  0.0011
C  -1.81  0.34  3.56  0.0133
O  -1.76  -0.63  4.34  0.0667
O  -1.43  0.34  2.33  0.1965

---

Entry 2:
Computed, not measured: one molecule with the formula C21H28FN3O3, with the ωB97M-V functional and the def2-TZVPD basis.

Computed properties:
charge: 0
structure (SMILES): COc1cc(-c2nc(CN3CCN(CC(C)C)C(=O)[C@@H]3C)c(C)o2)ccc1F
E_HOMO: -0.2939 Ha
frontier orbital gap: 0.31688 Eh
LUMO energy: 0.0229 Eh
relative energy (zero: lowest compared OMol25 entry of this formula, charge and spin): 51.6 kcal/mol
E: -35562.1068 eV

Each line ends with the natural charge from an NBO analysis.
CARTESIAN COORDINATES (ANGSTROEM)
C  0.44  3.91  3.27  -0.2530
O  0.89  4.67  2.17  -0.4923
C  1.40  4.01  1.10  0.3024
C  1.53  2.63  0.99  -0.2766
C  2.06  2.06  -0.17  -0.1047
C  2.16  0.62  -0.24  0.4876
N  1.80  -0.23  0.68  -0.4847
C  2.04  -1.47  0.17  0.0325
C  1.68  -2.71  0.92  -0.2339
N  0.25  -3.02  0.85  -0.4421
C  -0.53  -2.07  1.62  -0.2339
C  -1.98  -2.04  1.15  -0.2211
N  -2.01  -1.65  -0.24  -0.4464
C  -2.98  -0.68  -0.69  -0.2149
C  -2.69  0.76  -0.23  -0.2204
C  -1.35  1.23  -0.77  -0.6157
C  -3.82  1.67  -0.69  -0.6019
C  -1.11  -2.17  -1.10  0.6844
O  -1.01  -1.84  -2.27  -0.6441
C  -0.22  -3.26  -0.51  -0.1436
C  -0.96  -4.61  -0.59  -0.5942
C  2.55  -1.32  -1.10  0.2772
C  2.99  -2.26  -2.15  -0.6659
O  2.63  0.01  -1.35  -0.4030
C  2.47  2.86  -1.23  -0.1873
C  2.35  4.23  -1.13  -0.2633
C  1.82  4.79  0.01  0.3417
F  1.70  6.13  0.09  -0.3132
H  1.26  3.33  3.71  0.1794
H  0.08  4.63  3.99  0.2036
H  -0.37  3.23  2.99  0.1768
H  1.23  1.97  1.78  0.2444
H  2.23  -3.56  0.52  0.2061
H  1.93  -2.58  1.97  0.2181
H  -0.49  -2.37  2.68  0.1980
H  -0.12  -1.05  1.54  0.2075
H  -2.55  -1.32  1.73  0.2158
H  -2.44  -3.03  1.29  0.1917
H  -2.97  -0.71  -1.79  0.2380
H  -3.97  -0.99  -0.34  0.1914
H  -2.65  0.78  0.87  0.1841
H  -0.54  0.61  -0.40  0.2150
H  -1.15  2.26  -0.47  0.2086
H  -1.34  1.18  -1.86  0.2149
H  -3.63  2.69  -0.36  0.2117
H  -3.88  1.67  -1.78  0.2058
H  -4.77  1.35  -0.29  0.2041
H  0.65  -3.34  -1.17  0.2202
H  -1.19  -4.83  -1.63  0.2148
H  -1.89  -4.59  -0.03  0.2002
H  -0.33  -5.39  -0.18  0.2163
H  2.21  -2.35  -2.92  0.2420
H  3.90  -1.90  -2.62  0.2324
H  3.17  -3.25  -1.72  0.2276
H  2.88  2.41  -2.12  0.2284
H  2.65  4.88  -1.94  0.2333

---

Entry 3:
Computed, not measured: C21H28FN3O3S3 as an isolated structure, with the ωB97M-V functional and the def2-TZVPD basis.

Computed properties:
charge: 0
E_HOMO: -0.3397 Ha
frontier orbital gap: 0.35802 Eh
LUMO energy: 0.0183 Eh
E: -68065.4923 eV

Each line ends with the natural charge from an NBO analysis.
CARTESIAN COORDINATES (ANGSTROEM)
O  -2.08  -0.08  -0.14  -0.8964
S  -0.79  -0.50  0.27  2.5396
O  -0.44  -1.88  0.23  -0.9187
F  -0.59  -0.04  1.75  -0.4680
N  0.32  0.47  -0.45  -0.8415
S  1.96  0.03  -0.06  0.2178
C  -0.04  0.65  -1.92  -0.2311
C  1.17  0.98  -2.78  -0.4303
C  1.92  -0.22  -3.42  -0.4064
C  1.27  -1.60  -3.27  -0.3975
C  2.21  -2.72  -3.76  -0.3930
C  3.17  -3.21  -2.66  -0.4291
C  2.45  -4.10  -1.66  -0.5089
S  3.47  -4.85  -0.35  0.2797
C  3.95  -3.44  0.55  0.2803
N  4.44  -2.32  0.17  -0.3296
N  4.65  -1.56  1.33  -0.2930
C  4.30  -2.31  2.30  0.2952
O  3.84  -3.51  1.91  -0.4116
H  1.78  -1.30  0.01  0.1231
H  -0.75  1.48  -1.92  0.2302
H  -0.58  -0.22  -2.29  0.2111
H  1.87  1.58  -2.19  0.2239
H  0.82  1.64  -3.57  0.2266
H  2.95  -0.24  -3.03  0.2124
H  2.02  -0.04  -4.49  0.2049
H  0.35  -1.62  -3.86  0.2028
H  0.98  -1.81  -2.24  0.1921
H  1.61  -3.57  -4.10  0.1995
H  2.78  -2.36  -4.62  0.2099
H  3.99  -3.79  -3.10  0.2135
H  3.63  -2.35  -2.17  0.2328
H  2.04  -4.97  -2.18  0.2296
H  1.60  -3.61  -1.16  0.2243
H  4.35  -2.06  3.35  0.2110
C  -5.87  -0.96  3.98  -0.2135
C  -5.49  0.04  4.87  -0.2153
C  -4.25  0.65  4.74  -0.2191
C  -3.39  0.25  3.72  -0.2237
C  -3.77  -0.74  2.84  -0.1534
C  -5.01  -1.35  2.97  -0.2319
H  -6.84  -1.43  4.08  0.2110
H  -6.17  0.35  5.66  0.2109
H  -3.95  1.42  5.43  0.2109
H  -2.42  0.73  3.63  0.2100
H  -3.10  -1.05  2.04  0.1996
H  -5.31  -2.13  2.28  0.2120
C  -0.38  6.06  -0.19  -0.2175
C  -1.50  5.92  0.62  -0.2119
C  -1.87  4.67  1.08  -0.2323
C  -1.12  3.55  0.74  -0.1492
C  0.00  3.69  -0.07  -0.2452
C  0.37  4.95  -0.54  -0.2041
H  -0.09  7.04  -0.56  0.2117
H  -2.08  6.79  0.89  0.2122
H  -2.75  4.56  1.71  0.2141
H  -1.41  2.58  1.10  0.2032
H  0.58  2.82  -0.33  0.2077
H  1.24  5.05  -1.17  0.2086